No. 1
Computed, not measured: a structure of composition C28H34N3O18Y in a non-equilibrium geometry, with ωB97M-V/def2-TZVPD.

Each line ends with the Löwdin charge.
CARTESIAN COORDINATES (ANGSTROEM)
C -2.56436 0.12594 -4.15445  0.06
O -3.16430 -3.72026 -3.17648  0.07
H -1.03972 -1.29704 -1.24300  0.04
O -4.53038 -1.03309 -4.95905  0.14
H 2.72391 -2.60497 1.98995  0.14
C -1.42120 -3.09774 -1.58063  -0.19
O -1.63843 -1.76939 -1.82612  0.06
H 0.17559 -2.73365 -0.13493  0.10
O 1.17026 -5.22434 0.03548  0.11
H 2.12122 6.06506 -1.36231  0.06
H 1.99331 7.70968 -1.29469  0.11
N 4.18713 3.18589 0.48126  -0.13
H 5.48355 4.70697 -0.12323  0.11
H -1.82568 6.06701 -1.16780  0.17
C 0.11587 -4.87349 -0.44726  -0.29
H 1.19491 -2.90782 4.99582  0.08
O -0.74528 -7.16327 -0.75496  0.10
Y 0.69780 2.86121 -2.19942  1.98
C -0.44510 -3.45135 -0.65072  0.07
H -1.75374 8.10931 -1.84743  0.10
O -0.53458 -0.16381 0.10117  0.01
H 3.09226 -0.26871 5.22329  0.09
H -1.51692 -2.36618 5.66488  0.11
C 4.69291 4.09220 -0.55340  -0.01
H 5.54376 3.60328 2.02967  0.11
C -3.16035 -0.79418 -4.92338  -0.13
C -2.84896 -2.47221 2.49481  -0.18
H 3.00573 -3.04662 5.12736  0.10
O -2.90207 -2.66737 -6.45199  0.18
H -0.61129 8.71717 -0.71415  0.11
C -0.68330 8.15993 -1.64818  -0.03
C -2.13353 -2.60113 4.80991  0.06
H -3.25920 0.67477 -3.53607  0.15
H -0.51261 -1.61444 -6.86916  0.15
H -0.35214 8.79051 -2.47329  0.10
C -1.17027 0.44613 -4.18162  -0.30
H -2.85714 -3.66316 6.97289  0.13
C -4.05514 -4.05670 4.00500  -0.32
O 1.94174 3.19748 -0.33308  -0.20
N 2.36912 -1.73128 3.75614  -0.17
O -0.26803 4.74584 -1.18392  -0.09
C -3.07466 -3.55891 5.05318  -0.21
O 3.30853 -0.64109 2.03109  -0.05
H 5.18046 3.57753 -1.38136  0.11
C -1.97210 -5.41874 -1.89224  0.06
H 0.00010 0.54378 1.85263  0.09
O -0.14166 1.44350 1.54931  0.16
H 5.94498 2.12088 1.12514  0.11
H -1.95304 -1.41487 1.10501  0.07
O -0.77811 1.95309 -0.54966  -0.12
C -0.54280 1.06490 0.35564  -0.72
C -0.39436 -0.24810 -5.27464  -0.15
C -1.03625 -1.19231 -6.02417  0.11
C -2.40688 -1.67029 -5.93773  -0.27
C -2.27051 -4.08628 -2.34779  -0.28
C -0.88006 -5.86053 -1.12360  -0.16
O -0.58937 1.10846 -3.32435  -0.08
O -2.54442 -2.16535 1.19805  0.08
H 1.59917 6.96641 -2.82480  0.10
C 2.24133 -0.46425 4.57077  -0.01
O -4.94334 -4.88441 4.17440  0.15
C 2.14017 -3.02239 4.46530  -0.01
H 1.11409 0.89608 -4.87580  0.07
C -3.84157 -3.38592 2.77103  0.07
N 0.01895 6.87088 -1.54283  -0.13
H -4.69921 -1.73131 -5.59591  0.12
H -0.28125 -7.28233 0.07698  0.12
H 3.90269 4.79441 -0.81899  0.07
H 2.04406 0.31446 3.83401  0.07
H -2.52670 -6.26999 -2.25854  0.13
O 0.96493 0.07318 -5.34716  0.08
C -0.75261 5.82952 -1.23335  -0.28
H 2.11448 -3.85905 3.76713  0.09
C 2.87016 -1.66313 2.54111  -0.38
H 4.67125 2.08179 2.24923  0.10
C -1.90051 -1.91646 3.48672  -0.28
C 2.88500 2.85827 0.50290  -0.15
O -3.21107 -4.16578 6.23552  0.12
H 2.62763 2.23285 1.37169  0.16
C 5.13288 2.73725 1.51074  0.00
O -0.96618 -1.12328 3.29576  0.07
H 1.32728 -0.47228 5.16453  0.08
C 1.48170 6.85978 -1.74640  0.00
H -4.37854 -3.76615 1.91458  0.14

Results
net charge: +2
HOMO: -12.385 eV
E_LUMO: -8.070 eV
calculated total energy: -71938.6585 eV

---

No. 2
Computed, not measured: the molecule C28H34N6O3 in a non-equilibrium geometry, with ωB97M-V/def2-TZVPD.

Each line ends with the Löwdin charge.
CARTESIAN COORDINATES (ANGSTROEM)
C -0.74453 -3.32064 -0.56648  0.00
H 3.27058 2.16195 -2.53352  0.08
C -1.09580 3.46923 -3.97251  -0.02
C -3.05747 -2.57981 1.43959  -0.02
O -1.27279 2.27363 -0.61682  0.08
C -3.07553 -3.76464 2.13729  -0.08
N -1.15253 0.26320 2.48192  0.07
H 2.65236 -4.94390 1.29307  0.07
C -1.19708 1.10125 -0.31021  -0.41
H 4.48197 3.42418 0.58664  0.11
C 3.51370 2.96306 0.59907  -0.10
H 2.29578 4.10439 -4.23592  0.08
H 0.65092 3.31677 -1.44696  0.12
C -1.57883 -2.93576 3.85928  -0.02
N -0.12652 0.32583 -0.56414  0.06
C -0.81734 5.53482 -1.83924  -0.09
H 2.63290 -6.31242 2.41393  0.08
C 0.67405 -5.58012 1.91359  -0.25
C 1.31806 3.77593 -4.58375  -0.03
C 0.73623 1.61404 -2.48351  -0.45
C 0.81314 -2.79706 1.18732  0.00
H 4.11340 0.86576 -1.66943  0.10
H 0.21291 5.99628 -3.66780  0.12
H -1.77615 5.64226 -2.33899  0.07
C -1.54352 -1.72450 3.16864  -0.24
O 0.59394 0.95935 -3.49698  0.07
H 0.16584 -6.51899 2.15123  0.12
C 0.28855 3.86036 -3.45141  -0.54
C -2.37945 0.42156 0.40499  0.00
C -2.27398 -1.56014 1.96604  -0.17
H -3.66460 -4.58854 1.76421  0.11
C 0.03523 -3.73683 0.51636  -0.27
C 0.29501 5.27558 -2.85194  -0.19
H -1.46732 4.22441 -4.66003  0.09
C 1.08684 0.89458 -1.14664  -0.10
N -0.88642 -0.55605 3.41066  0.09
H -3.07760 1.22526 0.66549  0.14
N -1.98021 -0.28663 1.58423  -0.07
H 1.01390 4.40625 -5.41474  0.08
H 1.35869 -0.73551 1.34867  0.12
H -1.31556 -4.06452 -1.09846  0.12
H 2.58238 3.48335 2.50332  0.09
O -0.05843 -5.05407 0.82367  -0.05
C 0.77026 -1.46607 0.81404  0.00
C 2.13238 -5.85971 1.56249  -0.06
C 1.46371 2.21343 1.07290  -0.04
H -0.61500 6.45531 -1.29613  0.07
H 0.54552 2.01261 1.58906  0.09
C -0.79083 -1.99358 -0.93248  -0.01
H -1.78799 3.36230 -3.14213  0.08
C -0.05824 -1.05149 -0.21882  -0.24
H 2.18271 -6.54293 0.71847  0.08
C 2.53910 2.98109 1.55801  -0.08
H -1.03217 2.51695 -4.49172  0.08
H -0.90079 4.72340 -1.12062  0.06
H 1.70855 0.03719 -1.43854  0.16
H -1.39000 -1.67797 -1.77340  0.13
N 3.08059 2.21870 -0.45295  -0.11
H 4.75370 2.51795 -1.62625  0.09
H -1.02213 -3.06075 4.77406  0.11
H 1.44427 -3.07676 2.01486  0.11
H 0.59609 -4.91602 2.78270  0.11
C -2.34684 -3.94062 3.32278  -0.09
H -3.62202 -2.45108 0.52901  0.11
H 1.26552 5.43262 -2.37313  0.12
H 1.39312 2.74996 -4.93335  0.08
N 0.69805 2.94603 -2.38664  0.13
C 3.84075 1.92470 -1.63381  -0.01
C 1.82409 1.75507 -0.17196  -0.22
H -2.39999 -4.89653 3.82252  0.10
H -2.87513 -0.27526 -0.27413  0.13

Results
SMILES: CCOc1ccc(N(C(=O)Cn2nnc3ccccc32)[C@@H](C(=O)NC(C)(C)CC)c2cccn2C)cc1
HOMO: -8.038 eV
energy above the lowest of the compared OMol25 structures with the same formula, charge and spin: 33.9 kcal/mol
E_LUMO: 0.534 eV
calculated total energy: -44671.3921 eV

---

No. 3
Computed, not measured: a structure of composition C28H34NZr in a non-equilibrium geometry, with ωB97M-V/def2-TZVPD.

Each line ends with the Löwdin charge.
CARTESIAN COORDINATES (ANGSTROEM)
C 4.59890 0.84638 -1.89007  -0.10
C 3.50306 -2.84347 1.58073  -0.10
H 5.59406 1.28167 -1.84524  0.10
H -3.03561 0.67668 1.60532  0.08
C 3.67217 1.03970 -2.91947  -0.11
H -0.83368 -1.30744 2.23405  0.05
C 0.07251 2.72003 -2.32591  -0.03
H 1.70362 2.43128 2.76197  0.08
C -1.24279 1.69754 1.02863  -0.31
C -3.73846 -2.35337 -0.99694  -0.21
C 1.19715 -1.93371 1.76792  -0.24
H -3.49983 -3.73062 0.66129  0.13
C 2.19779 2.87288 0.04420  -0.01
H 3.98277 1.61567 -3.83509  0.12
H -4.27436 -1.13302 -2.70511  0.13
C 0.19571 -0.96120 2.13466  -0.27
H -3.45385 1.28948 -0.63802  0.07
H 2.80651 2.58021 0.90780  0.08
C -4.16228 -3.40112 -0.14077  0.00
C 4.27383 -0.10454 -0.88405  -0.14
C 3.26934 -0.97872 -1.14359  -0.06
H -5.73531 -4.79463 0.35918  0.12
H -7.23503 -4.04020 -1.49202  0.12
H -6.51409 -2.18851 -3.00838  0.12
C 0.61468 2.30708 2.74748  -0.03
H 0.17838 3.23560 3.15341  0.11
C 2.05594 -0.10757 -1.53535  -0.21
H 2.21099 3.97380 -0.01920  0.11
H 3.07134 -0.28058 3.62407  0.08
H -2.96713 2.35503 2.15907  0.10
C 0.80953 2.34010 0.15092  -0.30
C -0.14066 2.27661 -0.92238  -0.29
C -6.25746 -3.56555 -1.35105  -0.03
C -1.40277 1.88266 -0.38071  -0.30
C 2.36683 0.50227 -2.74378  -0.20
H 3.10942 -3.31228 0.66781  0.07
Zr 0.23163 -0.05085 -0.00091  1.63
C -4.60043 -1.93392 -2.03926  -0.01
H -3.10951 2.94238 -1.16676  0.11
H 1.68872 0.64689 -3.56573  0.09
H 0.83334 -2.80201 1.19386  0.11
C 0.11557 2.02187 1.36908  -0.30
H 4.85058 -0.28301 0.01763  0.09
H 0.44177 -0.34988 3.00070  0.05
H 4.18035 -0.40245 2.21057  0.07
C -2.50522 -1.70503 -0.79133  -0.01
H 2.63785 0.41056 2.04167  0.06
C 2.51447 -1.89871 2.31984  -0.21
H 4.44927 -2.35947 1.28970  0.07
H -0.37610 2.00574 -3.02879  0.09
C -2.35794 1.45232 1.98603  -0.02
H -1.98252 1.11855 2.95929  0.08
C -5.41328 -3.99392 -0.31546  -0.04
H 1.13618 2.78995 -2.56995  0.07
C -2.69693 1.92072 -1.11730  -0.03
H 0.35865 1.50331 3.44547  0.07
N -1.48462 -1.14388 -0.58415  0.09
H -2.57181 1.57565 -2.15128  0.08
H 3.75087 -3.67895 2.24314  0.08
H 3.33815 -1.84767 -0.52838  0.04
H -0.38375 3.70380 -2.52001  0.10
C 3.12346 -0.47153 2.54477  -0.06
H 2.69138 2.47270 -0.84724  0.06
C -5.85129 -2.53135 -2.20660  -0.04

Results
net charge: +1
HOMO: -9.708 eV
E_LUMO: -4.194 eV
calculated total energy: -32347.9549 eV

---

- Which formula does entry 3 have?
  C28H34NZr

---

- The highest HOMO belongs to which entry?
  C28H34N6O3

---

- Which value of E_LUMO does entry 3 give?
  -4.194 eV

---

- Among the records above, which one has the lowest calculated total energy?
  C28H34N3O18Y